# 1
{"formula": "C19H27NO3", "method": "ωB97M-V with the def2-TZVPD basis set", "species": ["C", "C", "H", "H", "H", "C", "O", "C", "C", "H", "H", "C", "H", "C", "H", "H", "C", "H", "C", "O", "O", "H", "H", "H", "H", "H", "H", "C", "H", "H", "H", "H", "H", "H", "C", "H", "H", "N", "H", "H", "C", "C", "H", "H", "C", "C", "C", "C", "C", "C"], "positions_angstrom": [[2.64652, 2.33925, 1.28831], [-4.60152, -2.72974, 0.07819], [-2.39110, -1.41667, 0.67244], [2.49540, -2.32073, 1.16259], [-2.14557, 3.39527, 0.24312], [5.03955, -0.28675, -0.14213], [5.16631, -2.51254, -0.18266], [-4.28014, -3.22658, 1.54000], [-2.33392, 0.07837, -0.80132], [-4.73465, -0.57762, 0.51564], [-4.73671, -4.11396, 1.54366], [3.23302, -1.28031, 0.76805], [-4.28874, -3.50370, -0.64514], [-2.55448, 1.15898, 0.13239], [5.15915, 1.96715, 0.07681], [3.43244, 3.14332, 1.00228], [-0.60272, 2.78747, -0.72169], [1.94006, 2.77970, -0.87864], [0.25310, 2.52721, 0.37951], [6.21147, -0.57013, -0.47043], [-0.00515, 1.98099, 1.48653], [-2.95959, 0.46465, -1.54089], [-3.55860, 1.57552, 0.39687], [-0.29083, 3.58251, -1.20158], [-3.11812, -3.46222, 1.55954], [0.80039, 1.32703, -1.99737], [-4.77590, -1.10226, -1.11746], [-4.11609, -1.20653, -0.23401], [1.70316, -0.07715, 1.69139], [-2.05682, 0.98633, 1.09338], [-2.60276, 2.94847, -0.97225], [7.17713, -2.25847, -0.16724], [-5.68990, -2.80276, 0.00854], [6.39193, -2.53309, -1.76362], [-0.87244, -0.01262, -1.00272], [-4.79956, -2.47805, 2.28182], [-2.38317, -2.14863, -1.16659], [1.68672, 2.75056, 0.24370], [2.24950, 2.47001, 2.09471], [-0.14863, -0.19106, -0.09617], [-1.99401, 2.67252, -0.33737], [-2.70031, -1.22512, -0.35538], [-0.69644, -0.55242, -1.79583], [-0.89918, 1.68901, -2.75200], [2.59604, -0.17858, 1.22473], [-0.32109, 1.46616, -1.85796], [4.47860, 1.06064, 0.40269], [4.33439, -1.39448, 0.35085], [6.28279, -1.85967, -0.95322], [3.38045, 0.87073, 0.91596]], "forces_ev_per_angstrom": [[6.511, -0.629, -12.462], [-0.356, 0.753, 1.422], [1.041, -0.315, -0.213], [2.647, 2.512, -1.618], [-1.462, 5.086, 6.529], [-5.866, 4.507, 5.715], [-1.829, 1.043, 0.188], [2.539, 3.967, -1.374], [2.569, 1.435, 0.517], [1.915, -0.663, -0.670], [-1.799, -3.616, 0.829], [-17.012, -6.444, 8.214], [0.530, 0.658, 0.059], [0.256, 5.523, 3.815], [-2.069, -1.538, 1.184], [-0.663, -1.365, 1.545], [-0.256, -6.530, -1.848], [-0.127, -0.046, 4.210], [5.546, -2.658, 5.061], [4.853, 1.538, -4.799], [-0.946, 1.430, -2.155], [-0.348, -0.395, -2.862], [0.101, -1.490, -0.422], [1.101, 4.381, -2.467], [-2.335, 0.974, 0.823], [-1.537, 0.324, -0.229], [1.143, 0.775, -0.446], [-7.172, -4.122, 0.652], [-2.510, -0.034, 1.155], [-0.148, -0.140, -0.052], [-5.639, 2.156, -7.595], [-1.355, 0.740, -2.764], [-0.166, 0.415, -0.056], [-0.170, 1.323, -2.616], [2.614, 6.703, 0.663], [1.688, -1.544, -1.053], [-0.605, 2.609, 2.431], [-2.772, -0.005, -4.577], [-4.286, 1.065, 9.382], [-1.820, 0.306, -1.698], [4.225, -8.960, 1.512], [-0.094, -3.033, -0.875], [1.274, -4.029, -3.612], [0.085, -0.235, 0.013], [2.925, -0.061, -1.912], [0.647, -0.443, 4.538], [12.751, -2.442, -8.047], [15.402, -1.696, -9.281], [1.718, -4.710, 9.245], [-10.738, 6.922, 6.000]], "energy_ev": -27757.859, "gap_ev": 8.59, "e_above_lowest_kj_mol": 1749.95, "e_lumo_ev": 0.64, "total_charge": 0, "smiles": "CCCC[C@H]1CC[C@@H](C(=O)NCc2ccc3c(c2)OCO3)CC1", "fmax_ev_per_a": 19.96}

---

# 2
{"formula": "C2H4IN3S", "method": "ωB97M-V with the def2-TZVPD basis set", "species": ["H", "C", "S", "I", "N", "N", "H", "H", "H", "N", "C"], "positions_angstrom": [[-1.38400, -1.79883, 0.99051], [-1.68099, -1.54622, 0.01219], [1.39170, 1.40875, 0.66164], [2.23134, -1.13786, 0.40923], [2.39219, 2.46939, 0.33508], [0.23570, 1.50004, -0.47282], [-1.29331, -2.41979, -0.62549], [2.83172, 3.04792, -0.40463], [-2.78023, -1.85916, 0.02819], [-1.39768, -0.23796, -0.51797], [-0.54643, 0.57372, -0.41594]], "forces_ev_per_angstrom": [[0.978, 0.675, 1.278], [-2.195, -3.037, -2.192], [2.332, 2.320, 0.049], [-0.104, 0.033, -0.199], [0.633, 0.014, 0.837], [0.806, 1.327, -0.497], [0.049, 1.688, 0.506], [-1.060, -1.252, 0.385], [1.086, 1.345, -0.277], [-0.146, -1.245, 0.942], [-2.378, -1.868, -0.831]], "energy_ev": -25541.956, "gap_ev": 7.77, "e_above_lowest_kj_mol": 20.79, "e_lumo_ev": -0.96, "total_charge": 0, "fmax_ev_per_a": 4.34}

---

# 3
{"formula": "H2NO", "method": "ωB97M-V with the def2-TZVPD basis set", "species": ["H", "N", "O", "H"], "positions_angstrom": [[0.64114, 1.75448, -0.33163], [0.19070, -0.43699, 0.14763], [-0.71502, -0.61414, 1.00259], [-0.11682, -0.70335, -0.81859]], "forces_ev_per_angstrom": [[-0.224, -0.535, -0.091], [1.005, 0.243, 0.624], [-0.213, -0.047, -0.586], [-0.567, 0.338, 0.054]], "energy_ev": -3565.388, "gap_ev": [7.89, 6.45], "e_above_lowest_kj_mol": 191.74, "e_lumo_ev": [5.77, 5.28], "total_charge": -1, "fmax_ev_per_a": 1.21}

---

# 4
{"formula": "C21H31N5O7", "method": "ωB97M-V with the def2-TZVPD basis set", "species": ["N", "H", "H", "H", "C", "N", "C", "C", "N", "H", "C", "H", "H", "H", "C", "C", "C", "H", "N", "H", "H", "H", "H", "H", "C", "C", "C", "H", "O", "H", "C", "H", "O", "H", "O", "H", "C", "H", "C", "N", "C", "C", "H", "C", "H", "H", "H", "O", "H", "H", "H", "H", "C", "H", "H", "O", "H", "O", "C", "C", "H", "C", "O", "C"], "positions_angstrom": [[-3.63583, -2.46142, 3.55352], [0.57234, -0.69820, 1.74645], [-3.33983, -0.09157, -4.11736], [5.23096, 4.08209, -2.15562], [-3.89239, -1.56054, 2.48807], [-2.12574, 1.50124, -4.59058], [0.91889, -0.65849, -1.20781], [2.16078, 1.79312, -3.53691], [0.92274, -0.68552, 6.55637], [-2.71963, -4.09818, 4.20310], [2.99215, -0.88062, 4.94224], [-1.88498, -1.29117, -1.35764], [-4.97623, -1.65902, 5.08124], [-4.18365, -1.89009, 1.54553], [4.39817, 3.55523, -2.30548], [-2.83313, 0.24532, -4.94964], [-2.17152, 2.08745, -3.23668], [-3.06905, 1.89731, -2.63926], [0.10821, -1.69274, -0.87911], [0.15560, -3.71981, -0.31510], [-3.27000, -1.56447, 5.33149], [1.35577, 1.12456, -3.94462], [-1.61775, -2.34351, 0.27351], [5.33867, 1.46980, -2.15459], [-1.26093, -1.57860, -0.47612], [3.13705, 4.23833, -2.64048], [2.52579, -0.98763, 2.35386], [-2.17010, -0.43141, -5.60923], [1.67877, 5.99113, -2.20497], [0.65540, -3.41576, -1.86240], [4.56737, 2.01069, -2.51676], [3.44770, 0.13189, -3.22969], [3.87475, 6.31702, -1.88412], [3.68781, -0.72211, 5.84262], [-2.31771, -3.65118, 2.19604], [1.86302, -1.12062, -1.49312], [0.51693, -0.98604, 3.83963], [-2.94818, -1.05208, 2.03338], [3.44948, 1.20462, -3.10381], [2.87135, 5.61423, -2.37196], [1.93434, 3.29518, -3.15328], [3.54465, -1.09642, 3.41638], [-3.66270, 0.53859, -5.59320], [0.70475, -3.04819, -0.84777], [-4.65409, -0.83463, 2.81035], [-1.92931, 3.13336, -3.02089], [0.97687, 3.71798, -3.12259], [1.72521, -0.52751, 7.40974], [2.76710, -1.03808, 1.26083], [1.51607, -3.12482, -0.36675], [-1.18699, -0.65585, -0.03520], [4.64970, -1.29182, 3.15937], [1.14783, -0.95734, 2.50799], [-4.14886, -3.09446, 5.66983], [-0.55343, -0.87275, 3.93757], [-0.36228, -0.92543, 6.67587], [-1.48337, 1.72486, -6.58479], [0.47807, 0.47640, -1.34176], [-2.83986, -3.49251, 3.35958], [1.45977, -0.85310, 5.13151], [-1.48371, 1.52347, -2.46818], [-4.18262, -2.20730, 4.92876], [-0.99095, 3.34331, -5.34435], [-1.43918, 2.24382, -5.59301]], "forces_ev_per_angstrom": [[-2.061, -0.624, 1.373], [-2.609, 0.456, -3.453], [-0.266, -1.551, 1.923], [3.043, 2.090, 1.222], [1.419, 3.076, -0.185], [1.139, 1.328, -0.873], [-2.705, -0.532, -0.526], [1.985, 3.950, 2.691], [-3.826, -2.339, -2.959], [0.563, -1.359, 1.204], [-2.225, -0.460, -3.078], [-0.079, -1.140, 0.520], [-4.500, 2.578, -0.204], [-1.253, -1.995, -1.210], [-4.933, -4.680, -2.959], [1.499, 1.956, -2.953], [1.137, -2.098, 2.926], [-0.787, 0.047, -1.046], [1.616, -2.608, 0.809], [-2.483, -1.457, 1.548], [-2.071, -0.851, 0.004], [0.794, 1.164, 0.590], [0.363, 0.619, -1.270], [2.801, -1.088, 1.000], [-0.465, -0.031, -0.848], [-0.989, -6.650, -1.478], [2.433, -1.025, 0.846], [-1.003, 0.601, 1.735], [2.904, -0.922, -1.462], [0.824, -0.409, -0.305], [-6.959, 3.656, -1.979], [0.779, -0.126, 0.127], [-3.219, -2.352, -2.580], [-1.229, -0.468, -1.677], [-0.895, -0.170, 3.373], [0.988, 0.870, -0.018], [4.469, 1.179, 1.318], [-1.013, -0.259, 1.733], [-0.633, 3.828, 0.237], [0.523, 2.920, 4.729], [5.119, -2.269, 0.270], [-3.290, 0.849, 2.089], [-0.114, -0.077, -0.380], [-5.443, 2.174, -4.763], [0.600, 0.000, -0.088], [-0.007, -0.163, -1.321], [-1.206, 0.537, -0.501], [0.023, 0.534, 1.128], [0.654, 0.182, 1.209], [6.949, 0.097, 2.825], [-0.769, 2.478, 1.898], [-2.022, 0.608, 0.747], [1.033, -0.273, 7.780], [-0.288, 1.005, -1.854], [0.064, -0.169, 0.242], [4.401, 1.253, -0.013], [0.320, 0.396, 0.442], [1.090, -0.195, 0.310], [1.179, 0.730, -5.381], [2.030, -0.339, -4.266], [-0.383, 0.774, -1.787], [8.443, -2.036, 1.190], [0.376, -0.598, -0.820], [-1.840, -0.624, 2.196]], "energy_ev": -44045.599, "gap_ev": 7.85, "e_above_lowest_kj_mol": 937.14, "e_lumo_ev": -1.04, "total_charge": 0, "smiles": "O=[N+]([O-])c1ccccc1.O=[N+]([O-])c1ccccc1.CN(C)C=O.CN(C)C=O.CN(C)C=O", "fmax_ev_per_a": 8.77}

---

# 5
{"formula": "C35H52P4STl", "method": "ωB97M-V with the def2-TZVPD basis set", "species": ["C", "H", "H", "H", "H", "H", "H", "C", "H", "C", "C", "H", "H", "H", "C", "H", "H", "P", "C", "S", "C", "H", "H", "H", "C", "H", "C", "H", "H", "H", "C", "P", "H", "C", "C", "H", "H", "H", "H", "H", "C", "H", "C", "C", "H", "C", "P", "P", "C", "C", "H", "C", "H", "C", "C", "H", "C", "C", "C", "C", "C", "H", "H", "C", "H", "Tl", "H", "H", "H", "H", "C", "H", "H", "H", "C", "H", "H", "H", "C", "H", "H", "H", "H", "H", "H", "C", "H", "C", "H", "H", "C", "C", "C"], "positions_angstrom": [[3.42943, -3.09544, 2.17591], [0.38129, 2.90159, 3.93292], [-3.18079, 1.15139, -0.86805], [1.65021, 4.50525, -4.42033], [1.55681, -2.02684, -4.28952], [-3.30176, 1.99941, 1.39570], [5.84949, -4.05183, -0.01015], [0.26972, -1.83309, 5.80348], [-2.77000, 0.33671, -2.40495], [1.64031, -0.91359, 3.55565], [-2.53948, 2.79440, 1.52753], [-2.40865, 3.44000, 0.63176], [-2.77897, 3.39396, 2.43678], [-3.61799, -0.62541, 1.31143], [4.69585, -3.39460, 1.67955], [3.79872, 3.27214, -3.72486], [3.70376, -0.20274, -2.52509], [-1.90384, -0.86599, -0.43859], [2.13343, 3.34908, -0.73497], [1.88816, 1.98805, 0.28870], [2.29962, -3.23696, 1.36027], [1.57098, -5.02900, 3.53079], [3.34507, -2.75998, 3.20469], [5.15488, 4.96582, 1.14644], [3.23846, 3.46014, -1.62626], [1.30878, -0.27442, 6.87821], [-0.27850, 3.36939, 3.18143], [2.54308, 0.53152, 4.86637], [4.26264, 3.75405, -1.30337], [3.81434, 6.62362, -0.29193], [3.03944, 3.60609, -2.99953], [-0.97129, 2.02599, 2.14184], [-2.11960, 0.02398, 2.90010], [5.36298, 5.10510, 0.06336], [-0.06523, -4.49509, 2.23297], [2.14753, -0.53192, 2.66456], [0.07210, 5.30550, -2.61359], [4.54399, 5.85831, -1.76156], [-3.07211, -2.77149, -1.51293], [-1.19619, 3.78342, 3.66153], [2.88633, 0.14148, -3.17034], [-1.82425, -4.28156, 0.97425], [3.74194, -3.99834, -0.44220], [1.16378, -0.76824, 5.92087], [0.40776, 4.55825, -0.17644], [4.51126, 5.85621, -0.66034], [1.27013, -0.41307, -2.49079], [0.57683, -2.80682, 1.81263], [0.80812, -2.05100, 3.44130], [1.24298, -2.08374, -3.23604], [2.94597, 1.23163, -3.22099], [0.64124, -5.35969, 3.07714], [-3.90633, -2.13723, 0.37380], [1.85998, 4.29341, -3.35313], [-3.12860, -1.48839, 0.82776], [0.43784, 0.21600, -4.66761], [-1.59619, 0.86266, 3.39419], [-1.26631, -4.94253, 1.64350], [0.14855, 0.45676, -3.63875], [0.16066, -6.63947, 3.34592], [-1.75491, -6.22037, 1.91690], [0.29411, 1.77003, 1.38776], [5.56113, -3.26980, 2.32734], [-2.05005, -2.35296, -1.55202], [3.86700, -4.35422, -1.46306], [5.17398, 2.14455, -0.00513], [0.25322, 4.11525, 2.55560], [-0.28210, -2.17926, 6.68295], [-0.59899, -3.32422, 4.50132], [6.35119, 4.72067, -0.35415], [2.47494, -3.70771, 0.04316], [-1.81397, -2.05973, -2.58642], [1.60238, -3.84134, -0.59147], [-1.32130, -3.11481, -1.23510], [1.83970, -0.30046, 4.79107], [0.22499, 1.53775, -3.46559], [-0.88127, 0.12757, -3.45573], [0.72010, -7.30070, 4.00562], [4.85801, -3.83175, 0.37346], [0.21775, -2.47080, -3.16723], [-0.75552, 0.55837, 4.03813], [3.00813, -0.28748, -4.17168], [-4.12641, -0.30063, -1.39329], [1.92300, -2.75282, -2.68850], [-2.69277, -6.56954, 1.47524], [-1.02882, -7.06737, 2.76035], [-2.31249, 1.48236, 3.97525], [1.12770, 4.32921, -0.98002], [-2.59505, -2.05563, 1.61102], [-1.39818, -8.06509, 2.96638], [-3.12778, 0.17549, -1.37594], [0.09301, -2.47804, 4.57540], [0.96562, 4.72316, -2.32574]], "forces_ev_per_angstrom": [[0.323, 0.282, 0.173], [-0.169, 0.455, -0.301], [-0.228, -0.223, -0.337], [0.045, -0.044, 0.882], [-0.179, -0.168, 0.267], [0.441, 0.609, -0.154], [-0.123, 0.007, 0.052], [-0.038, -0.299, -0.063], [-0.229, 0.010, 0.382], [-0.001, 0.033, 0.045], [0.563, -0.245, -0.082], [-0.241, -0.491, 0.666], [-0.213, -0.249, -0.903], [0.065, -0.362, -0.112], [-0.181, 0.130, 0.406], [-0.263, 0.808, 0.386], [-0.078, -0.083, -0.153], [-1.492, -0.770, -0.317], [-0.605, 0.472, 0.935], [1.932, 1.211, -0.978], [-0.416, 0.483, -0.871], [-0.052, -0.085, -0.032], [-0.057, -0.055, -0.151], [0.713, 0.538, -0.615], [1.250, -0.651, -1.348], [-0.014, -0.146, -0.122], [-0.707, -0.291, -0.143], [-0.265, -0.218, 0.047], [-0.814, -1.188, -0.138], [-0.077, -1.034, 0.402], [-0.774, 0.898, 0.244], [0.191, 0.880, 1.150], [0.350, 0.290, 0.483], [0.172, 0.346, 0.412], [-1.317, -0.173, -0.960], [-0.083, -0.107, 0.280], [0.712, -0.223, 0.246], [0.534, 0.310, 0.506], [0.497, 0.239, -0.078], [1.084, 0.149, -0.024], [0.138, -0.022, -0.008], [0.158, -0.238, 0.204], [-0.233, -0.102, -0.180], [-0.138, 0.062, -0.203], [0.174, -0.153, -0.768], [0.732, 0.468, -0.662], [0.267, 0.076, 0.467], [1.805, -1.996, 2.038], [-0.514, 0.920, -0.110], [-0.056, -0.141, -0.012], [-0.125, -0.302, -0.057], [0.352, 0.142, 0.049], [0.432, 0.472, 0.270], [-0.114, -0.701, -0.331], [0.191, 0.064, 0.367], [-0.212, 0.179, 0.027], [0.107, 0.161, -0.344], [0.088, 0.235, 0.110], [0.039, -0.030, -0.076], [-0.048, 0.320, -0.183], [0.204, -0.099, 0.120], [-1.947, -0.297, 0.069], [-0.181, -0.126, -0.096], [0.505, -0.004, 0.032], [-0.065, 0.031, 0.215], [0.243, -0.765, 0.479], [-0.343, -0.347, 0.571], [0.225, 0.099, -0.372], [0.304, 0.358, 0.052], [-1.553, 0.194, 0.340], [0.089, 0.020, -0.030], [-0.106, -0.176, 0.328], [0.125, 0.012, -0.004], [-0.284, 0.059, -0.203], [0.165, -0.086, -0.379], [-0.134, -0.198, -0.098], [0.208, 0.167, -0.160], [-0.122, 0.188, -0.149], [-0.056, -0.029, -0.156], [0.380, -0.091, -0.113], [-0.465, -0.165, -0.224], [0.189, 0.222, 0.105], [0.508, 0.238, -0.023], [-0.226, 0.163, -0.228], [0.387, 0.200, 0.125], [-0.189, 0.226, -0.141], [0.328, -0.535, -0.215], [-0.908, -0.446, -1.383], [-0.320, 0.116, -0.198], [0.015, 0.064, -0.023], [0.290, 0.291, 0.159], [-0.257, 0.003, 0.174], [-0.309, 0.251, 0.744]], "energy_ev": -89792.620, "gap_ev": [4.64, 4.05], "e_above_lowest_kj_mol": 90.75, "e_lumo_ev": [-10.17, -10.82], "total_charge": 3, "fmax_ev_per_a": 3.38}